Record 1
{"formula": "C3H7NS2", "method": "ωB97M-V with the def2-TZVPD basis set", "species": ["C", "S", "C", "N", "S", "C", "H", "H", "H", "H", "H", "H", "H"], "coordinates": [[-2.497270, 0.720515, 0.333847], [-2.384206, -0.999964, -0.234438], [-0.676549, -1.358737, -0.025409], [0.268341, -0.478494, -0.092004], [1.813902, -1.046554, 0.322071], [2.698595, 0.337174, -0.338537], [-2.636246, 0.737864, 1.433811], [-3.351915, 1.210353, -0.198533], [-1.606618, 1.356378, 0.167701], [-0.443529, -2.431262, 0.218628], [3.766899, 0.108734, -0.420777], [2.640513, 1.326928, 0.207870], [2.408085, 0.517065, -1.374229]], "atomic_forces_ev_per_a": [[-0.1, 1.0, 0.3], [0.4, 0.3, 0.0], [1.4, 0.3, 0.3], [-1.6, -1.2, 0.3], [0.0, 0.2, 0.0], [1.0, 1.6, -0.3], [-0.3, -0.1, -0.7], [0.6, -0.6, 0.6], [-0.3, -0.8, -0.4], [-0.4, 0.8, -0.4], [-0.1, -0.3, 0.3], [-0.3, -1.3, -0.3], [-0.3, 0.0, 0.1]], "lumo_energy_ev": 0.79, "orbital_gap_ev": 8.83, "smiles": "CS/C=N/SC"}

***

Record 2
{"formula": "C3H7NS3", "method": "ωB97M-V with the def2-TZVPD basis set", "species": ["S", "C", "N", "S", "C", "C", "S", "H", "H", "H", "H", "H", "H", "H"], "coordinates": [[0.680703, 2.462550, -0.828450], [-0.316259, 1.202700, -1.214230], [-0.296061, -0.036906, -0.779943], [-0.959643, -1.244405, -1.940569], [0.891437, -0.594639, -0.034120], [0.617549, -0.103046, 1.463760], [-1.051855, -0.509472, 1.939397], [-1.190478, 1.298255, -1.850316], [-1.512464, -1.755381, -0.777745], [1.650702, 0.090605, -0.412677], [1.193725, -1.605588, -0.079018], [0.716508, 1.013272, 1.343585], [1.375559, -0.587120, 2.271284], [-1.799424, 0.369176, 0.899042]], "atomic_forces_ev_per_a": [[-0.4, -0.5, -0.1], [-0.1, 1.8, -0.2], [1.6, -3.9, -1.5], [-0.4, 0.5, 2.6], [-0.6, 4.0, 1.9], [1.9, -0.2, -0.5], [-2.1, 1.4, -1.3], [0.0, 0.6, -0.3], [-0.1, -0.4, -1.3], [0.8, -0.5, 0.1], [-0.6, -1.1, -0.7], [0.2, -1.1, 0.9], [-1.8, 1.3, -2.0], [1.7, -1.8, 2.4]], "lumo_energy_ev": -0.07, "orbital_gap_ev": 8.64, "smiles": "S=CN(S)CCS"}

***

Record 3
{"formula": "C3H7NS4", "method": "ωB97M-V with the def2-TZVPD basis set", "species": ["C", "S", "C", "S", "C", "S", "N", "S", "H", "H", "H", "H", "H", "H", "H"], "coordinates": [[-0.516566, 0.792286, 2.476443], [-1.395270, 0.345444, 0.949533], [-0.462613, 1.369694, -0.212094], [1.260663, 1.024509, -0.623815], [1.268221, -0.524753, -1.492322], [2.653688, -0.920859, -2.322572], [0.116474, -1.223061, -1.426199], [-0.232591, -2.568923, -2.379718], [0.487938, 1.134073, 2.262042], [-1.107006, 1.579231, 2.963743], [-0.578766, -0.147158, 3.084485], [-1.010304, 1.372774, -1.136665], [-0.494606, 2.359016, 0.184764], [-0.451849, -1.107388, -0.619468], [0.462587, -3.484886, -1.708156]], "atomic_forces_ev_per_a": [[-1.3, -0.8, 0.5], [0.4, 0.0, -0.1], [-0.3, -0.6, -0.2], [0.4, -0.3, 0.3], [1.0, 0.4, -0.5], [-1.0, 0.2, 0.6], [0.4, -0.4, -0.6], [-0.3, 0.0, -0.3], [0.2, -0.3, 0.1], [0.4, -0.2, 0.0], [0.5, 1.1, -0.3], [-0.4, 0.0, -0.4], [0.3, 0.9, 0.1], [-0.6, 0.3, 0.7], [0.3, -0.2, 0.2]], "lumo_energy_ev": 0.37, "orbital_gap_ev": 8.86, "smiles": "CSCSC(=S)NS"}

***

Record 4
{"formula": "C3H7O2", "method": "ωB97M-V with the def2-TZVPD basis set", "species": ["C", "O", "H", "H", "H", "C", "C", "O", "H", "H", "H", "H"], "coordinates": [[-0.152970, 0.050980, 2.225837], [0.916276, -0.303010, 1.382791], [0.157527, -0.109788, 3.264241], [-0.439328, 1.101696, 2.087975], [-1.033562, -0.577313, 2.047472], [0.093154, 1.155996, -1.690387], [-0.465686, -0.087717, -1.663664], [-0.311861, -1.024815, -0.797689], [-0.132527, 1.845363, -2.496604], [0.801724, 1.488485, -0.938975], [-1.148496, -0.306487, -2.510466], [0.496584, -0.470671, 0.485346]], "atomic_forces_ev_per_a": [[0.4, -0.2, -0.1], [-0.2, 0.2, 0.3], [0.0, 0.1, 0.0], [-0.1, 0.0, 0.1], [0.0, 0.1, -0.1], [0.1, 0.1, -0.1], [0.0, 0.0, 0.1], [0.0, 0.2, -0.1], [-0.1, -0.1, 0.0], [0.0, -0.1, 0.1], [0.0, 0.0, 0.0], [0.1, -0.4, -0.2]], "total_charge": -1, "lumo_energy_ev": 4.37, "orbital_gap_ev": 7.08}

***

Looking at calculated total energy for the records above, in order, we have -26384.0051 -37217.8928 -48054.8852 -7319.3959 eV.